No. 1
Formula: C35H59N4O3
Source: the Open Molecules 2025 dataset
Level of theory: ωB97M-V/def2-TZVPD

The spin multiplicity is 1. The HOMO energy is -0.349 hartree. Its charge is +1. The orbital gap is 6.87 eV.

```
101
Properties=species:S:1:pos:R:3:lowdin_charge:R:1
O -3.93 5.05 0.61 0.073
O -1.85 5.61 0.66 0.061
O 6.53 -0.97 0.51 -0.010
N -0.22 -3.51 -3.04 0.060
N -0.73 1.96 -1.33 -0.153
N -2.98 5.69 0.20 -0.347
N 1.80 -3.07 -1.72 0.005
C 0.86 0.63 0.21 -0.211
C 2.62 -3.38 -0.49 -0.176
C 0.52 1.98 -1.81 -0.105
C -0.32 -3.68 1.77 -0.236
C 1.83 -1.68 -2.32 -0.185
C 3.23 -1.04 -2.25 -0.103
C -4.67 7.60 -2.51 -0.060
C 5.25 -0.56 0.18 -0.354
C -2.13 7.33 -1.42 -0.003
C -4.47 6.74 -1.44 -0.002
C -3.31 -1.40 2.71 -0.221
C 4.15 -1.52 0.54 -0.107
C 4.00 -2.64 -0.51 -0.215
C 5.95 0.05 1.32 -0.064
C 0.95 -4.36 1.30 -0.176
C -3.61 8.32 -3.04 -0.064
C -2.56 -2.56 3.32 -0.213
C 0.68 -0.70 -2.03 -0.160
C 0.68 0.41 1.73 -0.115
C -1.58 1.25 -2.10 -0.067
C -3.12 -0.10 3.49 -0.174
C -1.79 1.84 2.34 -0.129
C 2.00 -3.29 0.90 -0.127
C -1.74 0.54 3.17 -0.191
C -0.82 0.77 -3.14 -0.091
C 4.28 -2.14 -1.94 -0.116
C 0.14 -0.47 -0.61 -0.089
C -3.20 6.62 -0.92 -0.148
C -2.34 8.19 -2.49 -0.061
C -1.07 1.54 1.03 -0.280
C -1.36 -4.60 2.40 -0.197
C 0.42 -3.64 -1.72 -0.174
C -1.19 2.59 -0.08 -0.070
C -2.67 -3.82 2.44 -0.211
C 0.48 1.23 -2.96 -0.189
H -3.96 0.57 3.32 0.105
H 4.51 -1.96 1.47 0.129
H -1.14 0.65 4.07 0.121
H -2.62 1.11 -1.87 0.145
H 2.82 -3.52 1.57 0.128
H 5.12 0.05 -0.69 0.132
H -1.08 -4.99 3.38 0.123
H -1.53 0.63 0.63 0.123
H 4.77 -3.37 -0.29 0.153
H -3.45 -4.46 2.85 0.113
H -1.51 8.75 -2.90 0.110
H 2.23 -3.65 -2.43 0.163
H -2.94 -3.58 1.41 0.108
H 5.31 -1.82 -2.08 0.126
H -2.99 -1.26 1.68 0.108
H -1.53 -2.29 3.51 0.097
H -2.81 2.21 2.21 0.112
H -3.01 -2.82 4.28 0.121
H 0.50 -3.67 -3.74 0.085
H 3.47 -0.64 -3.23 0.128
H -0.02 1.30 1.20 -0.093
H -3.76 8.99 -3.88 0.110
H -0.19 -3.29 -0.90 0.108
H -0.53 3.42 0.15 0.135
H -0.02 -1.36 -0.01 0.090
H 0.00 -2.99 2.55 0.109
H 1.90 0.75 -0.09 0.117
H -0.11 -0.34 1.87 0.067
H -3.09 -0.37 4.55 0.108
H 1.73 -1.86 -3.39 0.144
H -1.26 2.60 2.92 0.120
H 0.57 -4.71 -1.55 0.130
H -1.53 -5.48 1.76 0.114
H -0.17 -0.98 -2.66 0.097
H -5.30 6.18 -1.04 0.120
H 0.37 1.57 -0.02 0.050
H 1.30 -4.95 2.15 0.121
H 1.31 1.01 -3.60 0.153
H -0.86 -0.05 -0.75 0.090
H 0.76 -5.09 0.50 0.098
H -2.20 2.98 -0.19 0.121
H -1.23 -0.20 2.54 0.047
H 0.99 0.27 -2.42 -0.028
H -1.14 7.23 -1.00 0.119
H 5.71 -0.28 2.31 0.119
H -0.80 -3.11 0.98 0.092
H 2.91 -4.42 -0.59 0.161
H 0.30 1.33 2.18 0.111
H -4.37 -1.65 2.69 0.119
H 3.27 -0.20 -1.57 0.095
H 1.68 -2.30 1.20 0.095
H -1.18 0.14 -3.94 0.125
H 1.34 2.47 -1.34 0.152
H -0.87 -4.28 -3.13 0.095
H -5.66 7.71 -2.94 0.111
H 3.26 -0.92 0.70 0.100
H 6.34 1.02 1.06 0.116
H 1.56 0.04 2.24 0.107
H 4.11 -2.93 -2.67 0.120
```

***

No. 2
Formula: C35H59N4O9PtS4
Source: the Open Molecules 2025 dataset
Level of theory: ωB97M-V/def2-TZVPD

The spin multiplicity is 3. The HOMO energy (spin up / spin down) is -0.351 / -0.351 hartree. Its charge is +1. The orbital gap (spin up / spin down) is 5.69 / 4.77 eV.

```
112
Properties=species:S:1:pos:R:3:mulliken_spin:R:1
Pt 1.62 -2.06 3.08 1.312
S -1.72 -3.34 3.51 0.008
S -5.06 -0.32 -0.96 0.000
S 2.60 -4.82 1.31 0.009
S 2.34 2.55 3.46 0.001
O -2.00 -4.74 3.52 0.006
O -5.41 -1.68 -0.64 0.000
O 1.19 -0.77 1.60 0.502
O 2.73 -3.43 1.81 0.057
O 2.90 1.66 4.39 0.002
O -4.24 -0.02 -2.11 0.000
O 0.91 2.85 3.52 0.000
O 3.09 -5.88 2.10 0.003
O -0.36 -2.90 3.22 0.064
N -3.17 -3.14 -2.64 0.000
N -1.86 4.20 -0.19 0.000
N 6.40 0.45 -0.71 0.000
N 0.52 3.17 -3.06 0.000
C -6.59 0.61 -0.97 0.000
C -4.39 0.65 0.41 0.000
C -0.04 0.37 0.00 0.003
C -1.99 -4.16 -4.18 0.000
C 0.76 -0.86 0.29 0.001
C 1.89 1.83 -4.29 0.000
C 1.91 -1.03 -0.70 -0.011
C -0.77 5.55 -1.57 0.000
C 0.86 -5.19 0.97 0.000
C 1.01 -6.16 -0.14 -0.001
C 6.81 1.73 -0.49 0.000
C 1.48 2.95 -5.08 0.000
C 1.24 1.99 -3.06 0.002
C 4.89 1.72 -1.60 0.000
C 3.27 4.08 3.47 0.000
C 0.60 3.72 -4.32 0.000
C 3.17 -4.94 -0.37 0.009
C 3.77 4.26 2.06 0.000
C 5.28 0.43 -1.50 0.000
C -0.62 4.33 0.32 0.000
C -2.76 -1.16 4.61 0.003
C -6.51 1.73 0.03 0.000
C 2.06 -5.63 -1.12 0.002
C -2.83 -2.46 2.39 0.003
C -2.38 -2.59 4.98 0.000
C -1.97 4.95 -1.35 0.000
C 5.93 2.55 -1.09 0.000
C 2.68 2.10 1.77 -0.006
C 0.08 5.22 -0.49 0.000
C 2.94 3.41 1.09 0.000
C -2.19 -2.26 -2.98 0.000
C -3.06 -4.28 -3.36 0.000
C -5.04 1.97 0.21 0.000
C -1.51 -2.83 -4.03 0.000
C -3.29 -1.15 3.14 -0.001
H 0.54 1.27 -0.19 0.003
H -1.74 -2.77 5.83 -0.001
H 3.75 5.30 1.72 0.000
H -1.88 -0.53 4.72 0.000
H 1.61 -4.93 -1.82 0.000
H -6.65 1.05 -1.97 0.000
H -2.64 3.73 0.21 0.000
H 0.10 3.55 -2.23 0.000
H -7.48 -0.02 -0.95 0.000
H 0.11 4.64 -4.56 0.000
H 2.42 -6.40 -1.79 0.000
H -3.77 -3.09 -1.83 0.000
H 4.19 -5.31 -0.34 0.000
H -0.65 -2.36 -4.50 0.000
H -0.66 0.63 0.88 0.007
H 2.56 -1.84 -0.33 0.003
H -0.37 3.91 1.28 0.000
H 2.71 4.92 3.84 0.000
H 0.08 -1.73 0.22 0.035
H -3.30 0.66 0.41 -0.001
H 4.01 2.07 -2.13 0.000
H 2.62 1.10 -4.58 0.000
H -2.92 5.11 -1.82 0.000
H -4.80 2.66 1.02 0.000
H 0.11 -6.46 -0.67 0.000
H -4.37 -1.12 3.14 0.000
H 3.51 3.25 0.18 0.000
H 4.90 -0.49 -1.89 0.000
H 3.63 1.54 1.71 -0.001
H 1.58 -1.27 -1.71 -0.003
H -0.53 6.19 -2.40 0.000
H -2.88 -0.23 2.74 0.000
H -1.62 -4.87 -4.89 0.000
H -4.63 2.42 -0.70 0.000
H -2.20 -1.38 -2.37 0.000
H -7.00 1.41 0.94 0.000
H -6.97 2.63 -0.36 0.000
H -0.71 0.16 -0.83 -0.008
H 1.92 1.39 1.47 -0.009
H 5.92 3.62 -1.08 0.000
H -3.58 -0.80 5.22 0.000
H 1.07 5.58 -0.30 0.000
H -2.42 -2.35 1.40 0.000
H -3.69 -5.12 -3.12 0.000
H 1.72 3.22 -6.10 0.000
H 2.52 -0.12 -0.73 0.005
H -4.75 0.07 1.26 0.000
H 6.97 -0.36 -0.58 0.000
H -3.69 -3.14 2.35 0.000
H 2.00 3.91 0.88 0.000
H 0.36 -5.45 1.89 0.002
H 4.08 3.84 4.16 0.000
H -3.33 -3.12 5.11 0.000
H 0.59 -4.18 0.61 0.000
H 1.42 -7.11 0.22 0.000
H 3.18 -3.89 -0.69 0.000
H 1.30 1.50 -2.10 -0.001
H 4.84 4.05 2.02 0.000
H 7.80 1.88 -0.09 0.000
```

***

No. 3
Formula: C35H59N5O2ReSbSi
Source: the Open Molecules 2025 dataset
Level of theory: ωB97M-V/def2-TZVPD

The spin multiplicity is 2. The HOMO energy (spin up / spin down) is -0.584 / -0.584 hartree. Its charge is +3. The orbital gap (spin up / spin down) is 6.30 / 6.26 eV.

```
104
Properties=species:S:1:pos:R:3:mulliken_spin:R:1
Re -1.03 -0.61 -0.34 0.908
Sb -0.29 -1.10 2.23 0.052
Si -1.68 1.69 -1.02 0.007
O 3.82 1.55 -0.58 -0.002
O -2.73 -1.48 -0.27 -0.043
N -4.41 -2.85 -0.98 -0.002
N 4.74 1.44 -2.65 0.000
N 0.74 -0.89 -1.34 0.080
N -6.50 0.47 -1.93 0.000
N -4.60 -0.52 -1.14 -0.004
C -6.43 -1.92 -1.83 -0.003
C 2.52 0.14 2.10 0.010
C -1.98 0.89 -2.71 -0.002
C 1.03 -2.10 -1.89 0.053
C 1.56 0.04 4.40 -0.001
C -2.90 0.31 2.85 0.004
C 5.21 3.86 -2.11 0.000
C -0.29 2.90 -1.09 0.008
C -3.67 -4.07 -0.62 0.003
C 1.85 -3.24 1.75 0.000
C 2.92 -0.09 -1.94 -0.018
C 1.66 4.90 -1.21 -0.002
C 0.42 -3.17 2.29 -0.013
C -3.01 -2.17 3.10 -0.009
C 2.26 -2.35 -2.44 -0.009
C 0.37 -3.69 3.72 -0.002
C -5.68 -2.99 -1.49 0.000
C -0.49 -3.99 1.38 0.002
C 0.55 3.02 -2.21 -0.012
C 5.75 2.45 -2.26 0.000
C -5.85 -0.64 -1.64 0.002
C 3.88 1.06 -1.70 -0.001
C 0.85 4.81 -0.09 0.003
C 1.51 4.02 -2.27 0.001
C -2.16 -0.93 3.35 0.001
C -1.86 -0.79 4.85 0.003
C -3.16 2.38 -0.15 -0.003
C 0.67 1.71 2.74 -0.010
C -3.93 -1.59 -0.83 -0.015
C 1.25 0.31 2.93 0.020
C -0.12 3.82 -0.03 0.000
C 4.11 2.15 -4.97 0.000
C 1.67 0.08 -1.36 -0.037
C 3.22 -1.34 -2.45 0.036
C 4.68 1.06 -4.07 0.000
H -0.17 -5.03 1.40 0.000
H -3.54 3.22 -0.73 0.000
H 4.08 0.16 -4.18 0.000
H 0.75 -4.71 3.73 -0.001
H -1.05 0.73 -3.27 0.003
H -6.03 -4.01 -1.59 0.000
H -1.54 -3.96 1.69 0.002
H -0.64 -3.71 4.13 0.000
H -2.57 -0.02 -2.72 -0.002
H -6.06 1.37 -1.77 0.000
H -2.88 2.78 0.83 0.000
H 0.24 -2.84 -1.87 -0.004
H -3.82 0.43 3.43 0.000
H 1.85 -1.00 4.59 0.000
H 1.01 -3.11 4.39 0.000
H 2.41 5.68 -1.26 0.000
H 6.02 4.53 -1.82 0.000
H 2.11 -4.29 1.62 0.000
H 2.47 -3.33 -2.85 0.000
H -7.43 -2.05 -2.22 0.000
H -2.57 -3.07 3.53 -0.001
H -1.22 -1.58 5.23 0.000
H 4.08 1.79 -6.00 0.000
H 0.95 5.51 0.72 0.000
H 4.44 3.89 -1.33 0.000
H 6.18 2.12 -1.32 0.000
H -1.41 0.17 5.08 0.000
H 2.57 -2.82 2.45 -0.001
H 2.13 4.12 -3.15 0.000
H 6.53 2.41 -3.02 0.000
H -7.43 0.45 -2.30 0.000
H 5.69 0.80 -4.38 0.000
H 0.74 0.30 5.06 0.000
H -2.56 1.62 -3.28 -0.001
H 4.72 3.05 -4.95 0.000
H -3.98 -2.03 3.58 0.000
H -2.66 -3.80 -0.32 -0.002
H -2.81 -0.85 5.39 0.000
H 3.08 -0.75 2.38 0.000
H 2.35 0.13 1.02 0.000
H -3.95 1.65 -0.02 0.001
H -3.63 -4.73 -1.48 0.000
H -0.42 -3.65 0.34 0.000
H -3.19 0.21 1.80 -0.006
H 0.50 1.93 1.68 0.004
H 3.09 2.41 -4.66 0.000
H 4.21 -1.55 -2.85 0.000
H 1.40 2.43 3.10 0.000
H 2.41 0.66 4.68 -0.002
H -0.25 1.86 3.29 0.000
H -0.77 3.77 0.84 0.000
H -2.32 1.22 2.96 0.001
H 3.16 1.00 2.29 0.000
H 1.97 -2.74 0.79 0.000
H 1.43 1.03 -0.89 0.003
H 0.43 2.36 -3.06 -0.001
H -4.17 -4.56 0.20 0.000
H -3.19 -2.34 2.03 0.003
H 4.79 4.24 -3.04 0.000
```

***

No. 4
Formula: C35H60F3NO19
Source: the Open Molecules 2025 dataset
Level of theory: ωB97M-V/def2-TZVPD

The spin multiplicity is 1. The HOMO energy is -0.344 hartree. The orbital gap is 8.79 eV.

```
118
Properties=species:S:1:pos:R:3:lowdin_charge:R:1
F -2.20 -5.26 0.32 0.128
F -4.03 -4.08 0.11 0.107
F -2.47 -3.42 1.48 0.131
O 6.29 1.68 -0.92 0.117
O 4.80 9.91 -1.66 0.127
O -7.76 3.08 -0.14 0.041
O 4.70 7.72 -2.21 0.030
O -0.17 1.34 2.40 0.128
O -8.24 -6.16 -3.66 0.123
O -8.50 -6.41 -1.43 0.040
O -8.10 3.27 1.98 0.010
O 5.20 2.05 -2.87 0.045
O -6.61 1.74 1.27 0.113
O 5.35 0.03 -2.13 0.010
O 4.78 -0.56 2.68 -0.048
O -3.39 0.42 4.25 -0.048
O -10.14 -5.60 -2.57 0.006
O 0.94 -3.93 0.97 -0.007
O 0.43 -1.09 -1.62 0.132
O 4.45 -2.63 3.18 -0.036
O 6.47 8.83 -2.73 0.003
O 5.44 -1.30 4.71 0.146
N 3.75 -4.73 1.35 0.026
C 5.69 1.30 -1.89 -0.616
C 5.26 0.76 2.98 -0.197
C 3.12 -4.55 0.04 -0.206
C 7.19 10.06 -2.78 -0.039
C -1.37 -0.39 1.27 -0.079
C -7.76 1.11 -1.58 -0.065
C 1.27 -1.24 0.60 -0.096
C -2.26 -1.70 -0.72 -0.099
C -2.67 -3.99 0.26 -0.576
C 4.95 -1.48 3.63 -0.619
C 5.27 8.92 -2.15 -0.618
C 2.34 8.19 -2.59 -0.064
C 6.90 3.78 -3.19 -0.059
C -2.67 -0.21 1.98 -0.095
C -7.16 -6.91 -1.33 -0.206
C -8.89 -6.06 -2.65 -0.618
C 6.76 0.87 2.80 -0.050
C -7.86 2.84 3.32 -0.035
C -1.21 -1.04 0.11 -0.086
C 1.10 -0.57 1.75 -0.100
C 5.49 3.46 -2.76 -0.209
C 1.96 -3.58 0.04 -0.356
C -6.14 -5.79 -1.35 -0.071
C -2.05 -3.21 -0.87 -0.044
C -0.15 0.24 1.87 -0.290
C -2.56 -0.45 3.50 -0.233
C 5.99 -0.91 -1.25 -0.030
C 3.38 7.63 -1.65 -0.210
C -7.41 2.61 1.06 -0.618
C 0.19 -1.13 -0.43 -0.284
C 2.43 -2.12 0.24 -0.056
C 2.09 -0.57 2.88 0.010
C -10.68 -5.15 -3.81 -0.041
C -7.12 2.45 -1.26 -0.210
C 4.60 -3.73 4.07 -0.031
H -10.18 -4.24 -4.13 0.098
H -6.14 -5.27 -2.31 0.078
H 4.20 -3.49 5.05 0.103
H -3.27 -1.47 -0.39 0.118
H 2.84 -1.74 -0.69 0.129
H 3.19 -2.06 1.02 0.105
H -7.12 -7.43 -0.38 0.123
H 4.04 -4.55 3.63 0.067
H 7.26 10.52 -1.80 0.096
H 3.36 8.13 -0.68 0.124
H 2.48 9.26 -2.73 0.075
H -2.89 -1.47 3.70 0.114
H 2.19 -1.55 3.34 0.092
H -2.17 -1.28 -1.72 0.128
H -3.11 0.76 1.80 0.132
H 3.83 -4.22 -0.71 0.109
H -11.73 -4.94 -3.63 0.092
H 2.40 7.71 -3.56 0.082
H -8.27 1.84 3.47 0.099
H -10.59 -5.92 -4.58 0.095
H 8.19 9.82 -3.14 0.093
H 3.21 6.57 -1.48 0.119
H 6.71 10.75 -3.48 0.098
H 2.73 -5.50 -0.31 0.116
H 7.63 3.32 -2.52 0.075
H -7.32 0.70 -2.49 0.080
H 7.07 1.91 2.91 0.086
H 4.76 1.40 2.26 0.129
H 4.78 3.95 -3.43 0.122
H 3.81 -5.72 1.54 0.074
H -6.80 2.84 3.55 0.092
H -3.39 -0.94 1.61 0.105
H -1.54 -0.38 3.85 0.110
H 5.65 -4.01 4.15 0.109
H -7.61 0.40 -0.77 0.074
H 1.23 -3.71 1.86 0.087
H 5.86 -0.63 -0.21 0.079
H 7.09 3.39 -4.19 0.083
H 1.34 8.03 -2.18 0.081
H 1.83 0.17 3.62 0.096
H -6.36 -5.06 -0.58 0.077
H 7.05 0.54 1.80 0.072
H -3.99 0.86 3.66 0.066
H -6.05 2.35 -1.07 0.122
H 7.31 0.28 3.53 0.078
H -8.38 3.54 3.97 0.094
H 7.06 4.86 -3.19 0.079
H 4.95 1.06 3.98 0.131
H 5.52 -1.87 -1.43 0.086
H -2.53 -3.51 -1.79 0.134
H 7.04 -0.98 -1.50 0.102
H -5.14 -6.19 -1.18 0.076
H 1.45 -3.61 -0.92 0.139
H -1.00 -3.45 -0.98 0.113
H 5.29 3.80 -1.75 0.121
H -7.25 3.14 -2.09 0.122
H 3.07 -0.30 2.51 0.059
H -8.83 1.23 -1.73 0.082
H 3.19 -4.35 2.09 0.026
H -6.98 -7.63 -2.12 0.123
```

***

Number 1: E -49331.976 eV. Number 2: E -108214.249 eV. Number 3: E -65319.348 eV. Number 4: E -85813.554 eV.